Computed, not measured: 5 unconnected molecules or ions with the total composition C20H51N5O8PS2 at a distorted geometry, with wB97M-V/def2-TZVPD.

Summary:
- 2S+1 = 1
- total charge = -1
- HOMO energy (eV) = -5.550
- E_LUMO (eV) = 1.8768

Last column: Mulliken charge in e.
Element x y z (Å)
C (-9.094, 0.429, 0.570)  -0.12
C (-8.430, 0.656, -0.674)  -0.29
S (-7.965, 0.856, -2.517)  0.95
O (-8.215, -0.425, -3.348)  -0.54
O (-8.938, 1.951, -3.104)  -0.63
N (-6.357, 1.522, -2.642)  -0.38
S (-5.133, 0.288, -2.815)  0.79
O (-3.765, 1.058, -2.985)  -0.64
O (-5.270, -0.600, -4.077)  -0.58
P (-4.852, -0.902, -1.002)  0.19
C (-3.185, -1.856, -1.312)  -0.75
C (-4.373, 0.342, 0.418)  -0.61
H (-9.893, 0.175, 1.419)  0.26
H (-2.264, -1.332, -0.767)  0.14
H (-2.997, -1.772, -2.469)  0.29
H (-3.301, -2.994, -0.991)  0.30
H (-5.268, 1.090, 0.669)  0.29
H (-3.996, -0.230, 1.396)  0.30
H (-3.420, 0.911, 0.004)  0.02
C (1.652, 3.469, 1.050)  -1.49
C (1.264, 2.766, -0.249)  0.38
C (-0.263, 2.627, -0.446)  -0.84
O (-0.870, 1.602, 0.346)  -0.25
C (-1.131, 1.976, 1.689)  -0.72
N (1.936, 1.459, -0.305)  -0.57
H (1.558, 2.821, 1.926)  0.30
H (2.698, 3.794, 1.009)  0.36
H (1.035, 4.358, 1.215)  0.34
H (1.645, 3.382, -1.073)  0.38
H (-0.442, 2.338, -1.489)  0.38
H (-0.777, 3.585, -0.299)  0.44
H (-1.412, 3.029, 1.779)  0.35
H (-0.262, 1.756, 2.312)  0.26
H (-1.960, 1.363, 2.057)  0.20
H (1.758, 1.040, -1.218)  0.20
H (1.445, 0.838, 0.345)  0.30
C (-10.113, -2.346, 5.641)  -1.37
C (-9.094, -2.924, 4.661)  0.35
C (-7.746, -2.166, 4.653)  -0.72
O (-7.775, -0.916, 3.958)  -0.22
C (-8.314, 0.160, 4.711)  -0.72
N (-9.693, -2.972, 3.320)  -0.71
H (-10.584, -1.432, 5.271)  0.27
H (-10.920, -3.067, 5.819)  0.34
H (-9.648, -2.124, 6.607)  0.34
H (-8.888, -3.952, 4.982)  0.40
H (-7.017, -2.784, 4.114)  0.33
H (-7.349, -2.037, 5.667)  0.39
H (-8.068, 0.085, 5.775)  0.34
H (-9.395, 0.209, 4.570)  0.21
H (-7.890, 1.092, 4.322)  0.23
H (-9.049, -3.454, 2.692)  0.30
H (-9.709, -2.013, 2.959)  0.25
C (6.250, -0.970, -3.536)  -1.31
C (4.872, -0.656, -2.957)  0.30
C (4.021, 0.271, -3.854)  -0.70
O (4.404, 1.649, -3.813)  -0.34
C (5.519, 1.971, -4.630)  -0.64
N (5.037, -0.097, -1.607)  -0.51
H (6.956, -0.143, -3.420)  0.15
H (6.690, -1.834, -3.024)  0.35
H (6.183, -1.215, -4.601)  0.39
H (4.336, -1.609, -2.870)  0.31
H (2.988, 0.242, -3.483)  0.35
H (3.985, -0.091, -4.889)  0.42
H (5.540, 1.383, -5.553)  0.31
H (6.444, 1.835, -4.067)  0.20
H (5.449, 3.031, -4.895)  0.25
H (4.114, 0.012, -1.185)  0.17
H (5.368, 0.866, -1.715)  0.31
C (7.916, -0.891, 0.060)  -1.14
C (9.077, -1.879, 0.143)  0.35
C (10.429, -1.218, 0.500)  -0.74
O (11.045, -0.512, -0.580)  -0.39
C (10.527, 0.791, -0.799)  -0.51
N (9.161, -2.626, -1.121)  -0.65
H (7.922, -0.309, -0.865)  0.01
H (6.959, -1.425, 0.092)  0.33
H (7.934, -0.193, 0.904)  0.40
H (8.838, -2.589, 0.945)  0.37
H (11.132, -2.017, 0.769)  0.36
H (10.342, -0.575, 1.385)  0.39
H (10.235, 1.283, 0.133)  0.29
H (9.682, 0.744, -1.488)  0.12
H (11.308, 1.390, -1.278)  0.26
H (9.868, -3.356, -1.022)  0.27
H (9.561, -1.995, -1.821)  0.30

Computed, not measured: a molecular structure, C20H52As6F36N3O3 at a distorted geometry, with wB97M-V/def2-TZVPD.

Summary:
- 2S+1 = 1
- total charge = -3
- HOMO energy (eV) = -6.010
- E_LUMO (eV) = 2.8435

Last column: Mulliken charge in e.
Element x y z (Å)
C (-7.574, 2.985, -5.403)  -1.15
C (-6.823, 1.569, -5.387)  -0.54
N (-5.262, 1.703, -5.158)  0.29
C (-4.609, 0.291, -5.330)  -0.97
C (-4.604, 2.624, -6.249)  -0.40
C (-3.126, 2.894, -5.921)  -1.24
C (-4.982, 2.131, -3.643)  -0.80
C (-5.933, 1.502, -2.495)  -0.88
O (-6.025, 0.083, -2.630)  -0.21
C (-6.680, -0.722, -1.696)  -0.86
H (-7.389, 3.660, -4.567)  0.31
H (-8.654, 2.907, -5.529)  0.37
H (-7.139, 3.464, -6.279)  0.36
H (-6.781, 1.117, -6.378)  0.50
H (-7.227, 0.828, -4.698)  0.41
H (-4.687, -0.025, -6.370)  0.36
H (-5.135, -0.380, -4.651)  0.37
H (-3.535, 0.320, -5.148)  0.38
H (-5.104, 3.592, -6.217)  0.33
H (-4.822, 2.154, -7.208)  0.39
H (-2.883, 3.309, -4.943)  0.32
H (-2.812, 3.580, -6.708)  0.40
H (-2.575, 1.954, -5.880)  0.37
H (-5.250, 3.187, -3.663)  0.47
H (-3.934, 1.995, -3.376)  0.58
H (-6.874, 2.045, -2.591)  0.28
H (-5.733, 1.741, -1.450)  0.66
H (-6.875, -0.190, -0.765)  0.36
H (-6.048, -1.586, -1.491)  0.27
H (-7.627, -1.102, -2.079)  0.28
C (4.187, 1.537, 4.680)  -1.23
C (4.955, 1.174, 3.335)  -0.34
N (6.414, 1.803, 3.123)  0.23
C (6.281, 3.350, 2.870)  -1.06
C (7.340, 1.400, 4.333)  -0.35
C (8.769, 2.066, 4.311)  -1.30
C (7.064, 1.288, 1.880)  -0.77
C (7.141, -0.240, 1.625)  -0.83
O (8.014, -0.726, 2.545)  -0.18
C (8.205, -2.110, 2.518)  -0.89
H (3.963, 2.604, 4.674)  0.35
H (4.717, 1.307, 5.604)  0.34
H (3.269, 0.954, 4.747)  0.42
H (4.433, 1.609, 2.482)  0.35
H (5.075, 0.092, 3.294)  0.36
H (5.585, 3.469, 2.040)  0.45
H (7.212, 3.821, 2.556)  0.38
H (5.946, 3.813, 3.799)  0.40
H (7.456, 0.322, 4.441)  0.39
H (6.743, 1.724, 5.186)  0.37
H (8.795, 3.149, 4.428)  0.36
H (9.453, 1.725, 3.533)  0.34
H (9.333, 1.742, 5.186)  0.44
H (8.076, 1.691, 1.855)  0.35
H (6.413, 1.594, 1.061)  0.55
H (7.397, -0.405, 0.579)  0.52
H (6.154, -0.686, 1.747)  0.38
H (8.677, -2.247, 1.545)  0.34
H (7.309, -2.729, 2.561)  0.42
H (8.820, -2.440, 3.356)  0.23
C (-1.988, -3.175, 1.389)  -1.53
C (-1.687, -1.901, 0.744)  0.30
C (-1.684, -0.627, 1.544)  -0.73
O (-1.758, 0.391, 0.528)  -0.22
C (-1.813, 1.727, 1.001)  -0.83
N (-0.412, -1.990, -0.086)  -0.19
H (-0.499, -2.700, -0.799)  0.36
H (-0.194, -1.143, -0.592)  0.34
H (0.335, -2.121, 0.582)  0.37
H (-2.953, -3.064, 1.883)  0.38
H (-1.183, -3.198, 2.124)  0.43
H (-1.971, -4.082, 0.785)  0.41
H (-2.513, -1.783, 0.043)  0.18
H (-0.685, -0.550, 1.972)  0.30
H (-2.447, -0.430, 2.297)  0.52
H (-2.742, 1.993, 1.506)  0.35
H (-1.790, 2.345, 0.104)  0.26
H (-0.948, 2.025, 1.593)  0.30
As (2.885, -4.985, 4.717)  2.02
F (4.342, -5.938, 4.268)  -0.48
F (3.906, -3.618, 5.421)  -0.53
F (1.428, -4.036, 5.223)  -0.49
F (1.782, -6.248, 3.951)  -0.51
F (2.742, -5.936, 6.263)  -0.50
F (2.905, -4.085, 3.163)  -0.50
As (4.660, -6.504, -2.485)  2.02
F (3.242, -5.583, -1.906)  -0.49
F (3.436, -7.768, -3.044)  -0.51
F (6.040, -7.537, -3.059)  -0.51
F (5.812, -5.197, -2.027)  -0.51
F (4.880, -7.251, -0.855)  -0.49
F (4.604, -5.756, -4.179)  -0.52
As (-5.295, 7.722, 1.050)  1.99
F (-3.465, 7.530, 1.041)  -0.52
F (-5.152, 9.321, 1.905)  -0.51
F (-7.075, 7.865, 1.122)  -0.49
F (-5.428, 6.061, 0.388)  -0.52
F (-5.240, 7.003, 2.682)  -0.48
F (-5.367, 8.352, -0.577)  -0.47
As (-2.300, -5.868, -4.614)  2.01
F (-3.033, -4.882, -5.895)  -0.50
F (-1.287, -6.809, -5.748)  -0.49
F (-1.686, -6.926, -3.350)  -0.46
F (-3.227, -4.948, -3.429)  -0.50
F (-3.640, -7.072, -4.757)  -0.52
F (-0.892, -4.651, -4.445)  -0.54
As (3.083, 1.943, -3.381)  1.99
F (1.649, 0.835, -3.603)  -0.51
F (2.099, 3.414, -3.683)  -0.50
F (4.482, 2.943, -2.885)  -0.51
F (4.015, 0.545, -2.960)  -0.44
F (3.575, 2.080, -5.120)  -0.49
F (2.432, 2.152, -1.689)  -0.53
As (-4.376, -0.854, 7.679)  1.98
F (-3.207, -1.191, 9.033)  -0.52
F (-5.426, -2.073, 8.363)  -0.48
F (-5.508, -0.748, 6.372)  -0.47
F (-3.232, 0.407, 7.100)  -0.50
F (-3.519, -2.148, 6.772)  -0.51
F (-5.207, 0.439, 8.566)  -0.50

Computed, not measured: a molecular structure, C20H52Br4N4O4 at a distorted geometry, with wB97M-V/def2-TZVPD.

Summary:
- 2S+1 = 1
- ΔE to the lowest compared entry with this formula, charge and spin (kcal per mole) = 514.8
- HOMO energy (eV) = -7.433
- E_LUMO (eV) = 0.3592

Last column: Mulliken charge in e.
Element x y z (Å)
Br (5.371, 0.126, 3.496)  -0.25
C (3.973, -0.408, 4.811)  -0.71
C (2.734, -0.821, 4.003)  1.23
Br (1.319, -1.535, 5.241)  -0.21
H (3.890, 0.437, 5.494)  0.46
H (4.409, -1.207, 5.410)  0.48
H (2.941, -1.660, 3.339)  -1.23
H (2.319, 0.011, 3.434)  0.56
Br (-1.471, 3.833, -3.654)  -0.02
C (-0.479, 5.339, -2.907)  -0.62
C (0.748, 4.788, -2.176)  -0.24
Br (2.046, 6.201, -1.659)  -0.17
H (-1.127, 5.957, -2.285)  0.43
H (-0.191, 6.096, -3.636)  0.47
H (1.321, 4.089, -2.785)  0.36
H (0.508, 4.334, -1.215)  0.00
C (-3.349, -1.695, -3.123)  -1.04
C (-2.216, -1.036, -3.917)  0.76
C (-1.061, -0.640, -2.998)  -1.42
O (-1.421, 0.432, -2.144)  -0.04
C (-0.322, 0.872, -1.298)  -0.60
N (-1.952, -1.966, -4.960)  -0.69
H (-3.496, -1.080, -2.235)  1.57
H (-3.091, -2.667, -2.704)  0.33
H (-4.257, -1.717, -3.725)  0.47
H (-2.481, -0.072, -4.349)  0.10
H (-0.127, -0.532, -3.551)  0.42
H (-0.832, -1.397, -2.248)  0.37
H (-0.560, 1.762, -0.715)  -0.20
H (0.561, 1.164, -1.866)  0.85
H (-0.133, 0.043, -0.615)  -0.67
H (-2.723, -1.932, -5.612)  0.31
H (-1.127, -1.675, -5.465)  0.30
C (-3.179, 0.813, 1.396)  -1.52
C (-3.723, 0.348, 0.135)  0.80
C (-3.388, 1.292, -1.102)  -0.36
O (-4.006, 0.852, -2.350)  -0.44
C (-3.662, 1.646, -3.488)  -0.57
N (-3.174, -0.986, -0.196)  -0.87
H (-3.231, 0.003, 2.123)  0.44
H (-3.655, 1.728, 1.749)  0.46
H (-2.103, 0.987, 1.393)  0.28
H (-4.808, 0.337, 0.240)  0.46
H (-2.332, 1.515, -1.260)  0.36
H (-3.856, 2.217, -0.766)  0.68
H (-4.023, 2.671, -3.402)  0.46
H (-4.008, 1.288, -4.458)  0.38
H (-2.576, 1.694, -3.565)  -0.48
H (-2.186, -0.792, -0.114)  -0.03
H (-3.236, -0.948, -1.203)  -1.31
C (1.698, -0.153, 0.364)  -1.33
C (1.440, 0.891, 1.457)  0.67
C (0.071, 1.619, 1.425)  -1.48
O (-0.145, 2.291, 0.159)  0.08
C (-1.163, 3.270, 0.220)  -0.76
N (1.526, 0.077, 2.641)  -0.30
H (1.470, 0.233, -0.630)  0.72
H (1.019, -1.004, 0.296)  0.53
H (2.724, -0.498, 0.493)  0.50
H (2.263, 1.605, 1.502)  0.30
H (0.107, 2.339, 2.243)  0.50
H (-0.712, 0.876, 1.578)  0.19
H (-2.165, 2.998, 0.550)  0.21
H (-1.239, 3.728, -0.766)  0.19
H (-0.885, 4.054, 0.924)  0.25
H (2.147, -0.706, 2.492)  -0.10
H (0.656, -0.431, 2.719)  0.44
C (4.524, -2.354, 2.041)  -1.65
C (3.196, -2.502, 1.300)  -0.23
C (2.721, -3.938, 1.371)  -1.10
O (2.300, -4.207, 2.697)  -0.20
C (1.995, -5.575, 2.979)  -0.88
N (2.152, -1.525, 1.745)  -1.13
H (4.246, -2.337, 3.095)  0.58
H (4.932, -1.388, 1.744)  0.28
H (5.206, -3.157, 1.764)  0.46
H (3.460, -2.277, 0.267)  0.51
H (3.410, -4.695, 0.997)  0.56
H (1.834, -4.099, 0.758)  0.43
H (1.116, -5.867, 2.406)  0.32
H (1.755, -5.559, 4.042)  0.27
H (2.782, -6.327, 2.915)  0.31
H (1.678, -2.008, 2.495)  0.80
H (1.307, -1.485, 1.193)  -0.04